Record 1
# CH23O11

11 unconnected molecules or ions with the total composition CH23O11 at a distorted geometry (ωB97M-V/def2-TZVPD, the Open Molecules 2025 dataset).

Last column: Löwdin charge in e.
Element x y z (Å)
C1 -2.48947 1.22323 -0.49706  -0.106
O1 -1.32556 1.62752 0.23931  -0.254
H1 -2.42396 0.12422 -0.38930  0.074
H2 -3.31794 1.61190 0.10948  0.092
H3 -2.47265 1.40124 -1.55842  0.074
H4 0.54409 -1.78293 -2.74614  -0.012
H5 0.06552 -2.43513 -1.39646  0.026
O2 0.28116 -2.59346 -2.32065  -0.045
H6 2.02021 -0.01001 0.43188  -0.023
H7 1.68397 -0.11393 1.91439  0.014
O3 2.44330 -0.09198 1.32774  -0.108
H8 2.25529 -0.33137 -2.31879  -0.028
H9 3.20726 -1.21762 -1.37686  0.026
O4 3.03910 -0.91062 -2.27549  -0.078
H10 0.05569 3.05209 -2.37072  0.014
H11 -0.77262 2.79692 -1.01137  -0.013
O5 -0.70032 3.30917 -1.84093  -0.074
H12 -2.51769 -1.70766 1.17657  0.002
H13 -1.68434 -2.64380 2.17563  0.001
O6 -2.43919 -2.56040 1.59481  -0.069
H14 -1.34885 1.78674 1.88258  0.012
H15 -0.56029 2.51405 3.08496  0.049
O7 -1.19974 1.83118 2.86329  -0.081
H16 0.91856 -1.52129 0.93187  0.000
H17 2.00679 -2.58352 1.33703  0.043
O8 1.07391 -2.37395 1.34403  -0.052
H18 0.95486 1.03159 -2.22456  -0.010
H19 0.75028 -0.01528 -3.53317  0.011
O9 1.03070 0.83200 -3.20374  -0.103
H20 -1.07167 0.09633 3.12684  -0.004
H21 -0.25370 -1.18552 2.86194  0.001
O10 -1.08845 -0.88010 3.23839  -0.079
H22 -0.42986 1.42703 -0.26011  0.028
H23 1.50662 1.41001 -0.26177  0.008
O11 0.89384 0.73959 -0.59474  -0.334

Forces on the atoms, in the same order (eV/Å):
1.0 -1.8 2.0
0.3 1.2 -1.0
-0.9 0.1 -0.3
-0.2 -0.1 -0.9
-0.1 0.8 -0.2
0.2 0.3 0.4
0.2 0.4 -0.1
-0.4 -1.0 -0.2
0.0 0.2 0.4
0.1 0.2 0.2
0.6 0.0 -0.2
0.6 -0.1 0.5
-0.5 0.3 -0.2
0.4 -0.2 -0.3
0.1 -0.4 0.3
0.3 0.4 -0.6
-0.5 0.7 0.0
0.6 0.4 0.5
0.1 0.9 -0.1
-1.1 -1.6 -0.6
0.5 0.4 0.1
-0.1 -0.1 -0.4
-0.3 -0.1 0.3
0.5 -0.1 -0.3
0.2 0.6 -0.2
-1.3 -1.0 0.4
-0.5 -1.4 0.1
-0.5 -0.1 0.5
0.6 1.5 -0.8
0.0 -0.2 0.2
0.0 -0.1 0.1
0.5 0.3 0.1
-0.3 -1.3 0.9
-0.1 0.1 -0.1
0.1 0.7 -0.4

Energy relative to the best compared isomer or geometry (same formula, charge and spin) ... 27.9 kcal per mole
Strongest force on any atom ... 2.8 eV/Å
Total charge ... -1

---

Record 2
# CH23O13V

A molecular structure, CH23O13V at a distorted geometry (ωB97M-V/def2-TZVPD, the Open Molecules 2025 dataset).

Last column: Mulliken spin population.
Element x y z (Å)
O1 -0.19016 -0.52444 -1.21889  0.020
V1 -0.09201 -0.72502 0.40932  -0.073
O2 0.83137 0.50442 0.89264  0.042
C1 -3.09361 0.24128 -0.13397  0.028
O3 -2.27139 -0.18034 0.93916  0.856
H1 -3.27975 -0.44564 -0.95956  0.043
H2 -4.05443 0.58122 0.25253  0.004
H3 -2.61251 1.11311 -0.57732  0.062
O4 1.56203 2.85002 3.17299  0.000
H4 0.71090 2.53216 2.87172  0.000
H5 2.05561 3.01290 2.36920  0.000
O5 -1.18681 2.12818 2.71872  0.010
H6 -1.75512 2.89528 2.64932  0.000
H7 -1.54357 1.50697 2.08385  0.001
O6 3.07411 0.36965 -1.01888  0.001
H8 3.37825 0.90568 -0.28647  0.000
H9 2.59570 0.97968 -1.58032  0.000
O7 -1.41924 -2.48437 -3.55203  0.000
H10 -1.54627 -1.54511 -3.68578  0.000
H11 -0.50246 -2.56761 -3.28972  0.000
O8 -1.29556 -3.05095 -0.02974  0.002
H12 -1.20926 -3.79498 -0.62574  0.000
H13 -2.20982 -3.07456 0.25277  0.001
O9 1.72940 1.79182 -2.91061  0.000
H14 0.82560 1.76907 -2.59620  0.000
H15 1.82647 2.66113 -3.29933  0.000
O10 0.06029 -1.52273 2.53248  0.002
H16 -0.67239 -1.47848 3.14685  0.000
H17 0.78992 -1.85891 3.05292  0.000
O11 -2.06186 0.49191 -3.52224  0.000
H18 -1.66797 0.96315 -2.78807  0.000
H19 -2.50443 1.16988 -4.03286  0.000
O12 1.79127 -2.00414 -0.12521  0.000
H20 2.36099 -2.77127 -0.06896  0.000
H21 2.36971 -1.29586 -0.40800  0.000
O13 3.33979 0.07669 2.93318  0.000
H22 3.14236 0.07050 3.86978  0.000
H23 2.72488 0.70971 2.56248  0.000

Forces on the atoms, in the same order (eV/Å):
-0.4 -0.1 3.7
2.6 1.2 -3.1
-2.2 -1.9 -0.8
-0.7 0.5 1.4
0.5 -0.1 -1.6
0.7 -0.6 0.0
0.0 -0.2 0.2
0.5 0.2 -0.2
0.5 -0.2 0.2
-0.6 -0.1 -0.1
0.2 0.2 -0.2
0.1 -0.2 0.0
-0.1 0.4 0.2
-0.1 -0.1 0.0
0.3 -0.8 0.7
0.2 0.0 0.3
-0.3 0.3 -0.7
-0.2 -0.5 0.2
-0.1 0.5 -0.1
0.3 0.0 0.0
0.2 0.8 0.7
0.2 -0.1 -0.4
-0.3 -0.1 0.1
-0.1 -0.1 0.1
-0.3 -0.2 0.0
0.2 0.3 -0.2
-0.7 -0.1 -0.5
-0.4 0.0 0.2
0.7 0.0 -0.1
-0.1 -0.2 0.2
0.3 0.0 0.1
-0.2 0.1 -0.4
-1.2 0.1 0.5
-0.2 -0.5 0.4
0.7 1.3 -0.6
0.1 -0.6 -0.3
0.1 0.2 0.3
-0.3 0.3 0.1

Spin multiplicity ... 2
Strongest force on any atom ... 4.2 eV/Å
Total charge ... +1

---

Record 3
# CH25O15

13 unconnected molecules or ions with the total composition CH25O15 at a distorted geometry (ωB97M-V/def2-TZVPD, the Open Molecules 2025 dataset).

Last column: Löwdin charge in e.
Element x y z (Å)
C1 -0.34554 -0.08673 0.02699  -0.709
O1 0.13919 0.27081 1.07704  -0.002
O2 0.32762 -1.11004 -0.55688  0.065
O3 -1.37397 0.36958 -0.51727  -0.027
H1 1.13984 -1.36706 -0.09587  0.064
O4 1.59104 1.42646 3.82723  -0.070
H2 1.56159 2.36853 3.99417  0.024
H3 2.01676 1.47574 2.95143  0.000
O5 -0.69976 -1.97933 2.43844  -0.025
H4 -0.18727 -1.45911 1.78459  0.005
H5 -0.83824 -2.80203 2.00964  0.013
O6 2.31444 -2.20800 0.81428  -0.031
H6 2.96369 -2.74662 0.33018  0.086
H7 2.51788 -2.34098 1.73900  0.085
O7 3.74665 -1.07502 -1.59762  -0.057
H8 3.06066 -1.59261 -2.02162  0.027
H9 3.75651 -0.13436 -1.80381  0.047
O8 2.64934 0.47525 1.32818  -0.070
H10 2.96348 -0.41440 1.14216  -0.002
H11 1.69066 0.33992 1.18358  -0.025
O9 0.57495 2.97034 0.12647  -0.017
H12 0.47599 2.04287 0.24907  -0.026
H13 0.46681 2.99151 -0.82661  0.047
O10 -1.13447 2.15903 2.14268  -0.078
H14 -1.39149 2.63571 1.33790  -0.008
H15 -0.61742 1.42796 1.79237  -0.052
O11 -2.71649 2.65036 -0.24652  -0.037
H16 -3.55681 2.24453 -0.42015  0.024
H17 -2.13444 1.92596 -0.41983  -0.031
O12 -3.52611 -0.86314 -0.04750  -0.073
H18 -2.63272 -0.48483 -0.13291  -0.036
H19 -4.08193 -0.07087 -0.20951  0.036
O13 1.07566 0.30724 -2.82556  -0.054
H20 0.73518 -0.15378 -2.05833  -0.023
H21 0.55358 -0.12884 -3.51857  0.044
O14 -1.63591 -2.84322 -1.54483  -0.024
H22 -0.95927 -2.51517 -0.98798  -0.024
H23 -1.87493 -2.08541 -2.03913  -0.028
O15 -2.19173 -0.22253 -2.92829  -0.065
H24 -2.03482 0.08355 -2.00499  -0.004
H25 -2.38821 0.51874 -3.49165  0.033

Forces on the atoms, in the same order (eV/Å):
-0.6 -0.6 -1.0
0.9 0.5 1.8
-0.9 -0.4 -1.8
1.4 -0.3 -0.4
0.2 0.1 0.6
0.6 0.4 -0.5
-0.5 0.3 0.5
0.0 -0.8 0.1
0.8 1.1 0.0
-0.5 -0.2 1.0
-0.4 -1.3 -0.6
0.6 -0.9 -0.5
-0.2 0.4 0.1
-0.2 0.0 0.5
1.0 -0.7 0.8
-0.3 0.9 -0.5
-0.8 -0.3 -0.3
0.5 0.0 -0.2
0.4 0.2 -0.1
0.2 0.4 0.3
0.2 1.0 -0.9
0.1 -1.1 0.9
0.1 0.6 -0.4
-0.8 1.0 0.3
-0.1 0.0 0.6
-0.1 -0.1 0.5
-0.6 1.3 -0.3
-0.8 0.0 0.1
1.1 -0.9 0.0
-1.2 0.7 -0.1
-0.4 -0.3 0.3
0.3 -0.9 0.3
0.0 -0.2 -0.9
0.0 -0.2 0.5
0.1 0.4 0.1
-0.5 -2.0 -0.1
1.1 0.4 0.9
-0.7 1.2 -1.0
0.0 -0.6 0.1
0.1 0.1 -0.7
-0.1 0.4 0.0

Energy relative to the best compared isomer or geometry (same formula, charge and spin) ... 54.4 kcal per mole
Strongest force on any atom ... 2.1 eV/Å
Total charge ... -1

---

Number 1: E -23934.3759 eV. Number 2: E -53707.6244 eV. Number 3: E -32158.6271 eV.